No. 1
A cluster of 2 separate species, C4H12 in total in a non-equilibrium geometry, computed with ωB97M-V with the def2-TZVPD basis set.

Element x y z (Å)
C (0.615, 2.397, -0.761)
C (1.748, 1.205, -0.219)
H (0.923, 3.286, -0.028)
H (0.515, 2.557, -1.810)
H (-0.287, 2.020, -0.258)
H (2.008, 0.369, -0.880)
H (1.175, 0.694, 0.492)
H (2.508, 1.750, 0.263)
C (-0.739, -2.014, -0.270)
C (-1.565, -1.582, 1.075)
H (-0.853, -2.996, -0.699)
H (-1.071, -1.377, -1.127)
H (0.296, -1.795, -0.066)
H (-0.779, -1.324, 1.794)
H (-2.340, -0.850, 0.902)
H (-2.155, -2.340, 1.591)

Cartesian forces (eV/Å) of the 2 atoms listed first:
C 2.25 -1.22 4.60
C -2.64 1.44 -2.22

F_max (eV/A): 5.3
Energy above the lowest of the compared OMol25 structures with the same formula, charge and spin (kJ/mol): 154.5
Structure (SMILES): CC.CC
HOMO-LUMO gap (Ha): 0.457
Electronic energy (eV): -4340.927

=====

No. 2
A cluster of 3 separate species, C21H27Cl2NO9 in total in a non-equilibrium geometry, computed with ωB97M-V with the def2-TZVPD basis set.

Element x y z (Å)
C (4.583, 1.893, -0.335)
C (3.958, 1.770, -1.720)
Cl (4.928, 0.512, -2.571)
C (2.456, 1.364, -1.536)
Cl (1.904, -0.035, -2.526)
C (1.468, 2.478, -1.823)
C (1.750, 3.650, -2.528)
C (0.759, 4.602, -2.761)
C (-0.549, 4.418, -2.321)
C (-0.832, 3.254, -1.628)
C (0.150, 2.328, -1.370)
C (-0.464, 1.220, -0.545)
O (0.060, 0.346, 0.072)
N (-1.863, 1.449, -0.588)
C (-2.593, 0.272, -1.172)
C (-3.271, 0.595, -2.485)
O (-4.378, 1.030, -2.568)
C (-2.134, 2.758, -1.041)
O (-3.148, 3.356, -0.915)
H (4.288, 1.046, 0.275)
H (4.226, 2.810, 0.134)
H (5.665, 1.891, -0.387)
H (4.062, 2.686, -2.275)
H (2.304, 1.056, -0.512)
H (2.738, 3.835, -2.913)
H (1.004, 5.506, -3.299)
H (-1.322, 5.148, -2.503)
H (-1.853, -0.501, -1.356)
H (-3.296, -0.120, -0.444)
H (-2.698, 0.389, -3.405)
C (-2.405, 0.614, 2.823)
C (-1.051, 0.213, 3.364)
O (-0.598, 1.101, 4.399)
C (-1.164, 0.926, 5.591)
O (-1.978, 0.088, 5.879)
O (-0.652, 1.832, 6.428)
C (-1.214, 1.799, 7.742)
H (-2.367, 1.652, 2.486)
H (-2.676, -0.024, 1.982)
H (-3.186, 0.548, 3.579)
H (-0.310, 0.290, 2.572)
H (-1.045, -0.814, 3.730)
H (-1.148, 0.801, 8.169)
H (-2.253, 2.125, 7.716)
H (-0.631, 2.492, 8.342)
C (0.687, -3.465, -0.084)
C (1.326, -3.505, -1.456)
O (1.415, -4.844, -1.969)
C (0.277, -5.351, -2.435)
O (-0.784, -4.783, -2.498)
O (0.517, -6.595, -2.851)
C (-0.637, -7.288, -3.331)
H (1.219, -4.125, 0.602)
H (0.711, -2.448, 0.311)
H (-0.351, -3.795, -0.124)
H (2.352, -3.148, -1.400)
H (0.794, -2.871, -2.165)
H (-1.141, -6.716, -4.107)
H (-1.325, -7.489, -2.510)
H (-0.282, -8.228, -3.743)

Cartesian forces (eV/Å) of the 2 atoms listed first:
C -0.22 0.34 -0.09
C -0.08 -1.23 0.69

F_max (eV/A): 1.6
Energy above the lowest of the compared OMol25 structures with the same formula, charge and spin (kJ/mol): 27.1
Structure (SMILES): C[C@@H](Cl)[C@H](Cl)c1cccc2c1C(=O)N(CC=O)C2=O.CCOC(=O)OC.CCOC(=O)OC
HOMO-LUMO gap (Ha): 0.341
Electronic energy (eV): -67177.648

=====

No. 3
A cluster of 2 separate species, C4H10N2O2 in total in a non-equilibrium geometry, computed with ωB97M-V with the def2-TZVPD basis set.

Element x y z (Å)
C (0.883, 2.087, -0.561)
O (1.961, 2.602, -0.039)
C (0.660, 0.534, -0.135)
C (-0.545, -0.101, -0.593)
C (-0.420, -1.483, -1.011)
N (-1.643, -2.144, -1.157)
O (0.625, -2.111, -1.122)
N (1.015, 0.511, 1.323)
H (1.011, 2.110, -1.659)
H (-0.072, 2.565, -0.253)
H (1.290, 1.471, 1.538)
H (1.413, -0.072, -0.593)
H (-1.595, 0.171, -0.468)
H (-1.146, -0.609, 2.868)
H (-2.137, -1.993, -2.027)
H (-1.601, -3.118, -0.901)
H (1.910, 0.026, 1.372)
H (-1.608, -0.445, 3.419)

Cartesian forces (eV/Å) of the 2 atoms listed first:
C 1.05 3.56 -1.66
O -0.95 -1.04 0.33

F_max (eV/A): 4.1
Energy above the lowest of the compared OMol25 structures with the same formula, charge and spin (kJ/mol): 743.6
HOMO-LUMO gap (Ha): 0.209
Electronic energy (eV): -11379.196

=====

No. 4
A cluster of 2 separate species, C32H34BF4NO2S in total in a non-equilibrium geometry, computed with ωB97M-V with the def2-TZVPD basis set.

Element x y z (Å)
F (0.225, -2.365, -2.669)
C (1.205, -1.800, -1.882)
C (2.453, -1.567, -2.453)
C (3.425, -1.035, -1.606)
F (4.645, -0.709, -2.155)
C (3.215, -0.792, -0.258)
C (1.920, -0.981, 0.299)
C (1.631, -0.618, 1.668)
C (0.656, 0.385, 2.018)
C (0.621, 0.982, 3.323)
C (-0.466, 1.748, 3.704)
F (-0.519, 2.249, 4.988)
C (-1.542, 2.028, 2.863)
C (-1.444, 1.541, 1.562)
F (-2.494, 1.769, 0.699)
C (-0.360, 0.801, 1.104)
C (0.906, -1.492, -0.560)
H (2.665, -1.803, -3.487)
H (4.008, -0.403, 0.376)
H (2.325, -0.952, 2.450)
H (1.432, 0.795, 4.023)
H (-2.420, 2.564, 3.205)
H (-0.329, 0.494, 0.064)
H (-0.105, -1.633, -0.186)
C (-0.693, -8.981, 6.867)
C (-0.168, -8.154, 5.756)
C (0.315, -8.611, 4.549)
C (0.733, -7.554, 3.657)
C (0.568, -6.307, 4.233)
B (0.719, -4.808, 3.565)
C (2.333, -4.536, 3.560)
C (2.896, -3.524, 4.332)
C (4.282, -3.362, 4.362)
C (5.127, -4.208, 3.595)
N (6.480, -4.055, 3.619)
C (7.355, -4.946, 2.896)
C (7.102, -2.981, 4.357)
C (4.520, -5.206, 2.782)
C (3.134, -5.344, 2.771)
O (0.133, -5.029, 2.276)
C (-1.184, -4.526, 2.417)
C (-1.614, -3.988, 1.062)
C (-2.152, -5.629, 2.831)
C (-1.020, -3.406, 3.561)
C (-0.457, -2.118, 3.008)
C (-2.279, -3.105, 4.337)
O (-0.037, -3.945, 4.427)
S (-0.107, -6.412, 5.825)
H (-0.496, -10.036, 6.637)
H (-0.199, -8.721, 7.812)
H (-1.777, -8.840, 6.972)
H (0.351, -9.671, 4.310)
H (1.144, -7.755, 2.673)
H (2.263, -2.867, 4.934)
H (4.707, -2.566, 4.970)
H (7.085, -5.995, 3.068)
H (7.328, -4.767, 1.808)
H (8.379, -4.778, 3.246)
H (6.574, -2.033, 4.200)
H (7.120, -3.184, 5.440)
H (8.135, -2.876, 4.008)
H (5.132, -5.848, 2.151)
H (2.675, -6.118, 2.146)
H (-2.519, -3.379, 1.161)
H (-0.812, -3.409, 0.599)
H (-1.847, -4.834, 0.408)
H (-3.186, -5.263, 2.758)
H (-2.055, -6.475, 2.137)
H (-1.975, -5.991, 3.852)
H (-1.191, -1.537, 2.438)
H (-0.093, -1.468, 3.817)
H (0.401, -2.309, 2.348)
H (-3.017, -2.662, 3.658)
H (-2.681, -4.023, 4.772)
H (-2.064, -2.381, 5.131)

Cartesian forces (eV/Å) of the 2 atoms listed first:
F 1.06 0.72 0.89
C -0.49 -0.40 -0.34

F_max (eV/A): 3.6
Energy above the lowest of the compared OMol25 structures with the same formula, charge and spin (kJ/mol): 483.2
HOMO-LUMO gap (Ha): 0.087
Electronic energy (eV): -61699.493

=====

No. 5
A cluster of 2 separate species, C4H9NO in total in a non-equilibrium geometry, computed with ωB97M-V with the def2-TZVPD basis set.

Element x y z (Å)
C (-1.772, -0.449, -0.423)
N (-0.874, 0.199, 0.251)
C (-1.319, 1.411, 0.972)
H (-1.449, -1.062, -1.250)
H (-2.819, 0.055, -0.560)
H (-0.445, 1.704, 1.445)
H (-1.636, 2.266, 0.323)
H (-2.075, 1.196, 1.757)
C (1.497, -0.776, -0.989)
C (2.074, -0.816, 0.462)
O (2.490, 0.191, 1.105)
H (1.158, 0.299, -1.073)
H (2.244, -0.911, -1.724)
H (0.683, -1.437, -1.136)
H (2.244, -1.869, 0.841)

Cartesian forces (eV/Å) of the 2 atoms listed first:
C -0.17 4.05 -0.10
N -2.37 -1.05 -1.03

F_max (eV/A): 4.8
Energy above the lowest of the compared OMol25 structures with the same formula, charge and spin (kJ/mol): 318.6
Structure (SMILES): C=NC.CC=O
HOMO-LUMO gap (Ha): 0.385
Electronic energy (eV): -7829.018

=====

No. 6
The molecule C9H14O4, computed with ωB97M-V with the def2-TZVPD basis set.

Element x y z (Å)
C (-0.811, 2.740, -0.473)
C (0.250, 1.997, -0.434)
C (1.262, 1.180, -0.327)
O (2.426, 1.260, -1.053)
C (1.178, -0.008, 0.627)
C (2.554, -0.664, 0.815)
O (2.481, -1.698, 1.760)
O (0.341, -1.060, 0.147)
C (-1.054, -1.090, 0.421)
C (-1.543, -0.341, 1.657)
C (-1.920, -0.749, -0.808)
C (-1.232, -0.910, -2.134)
O (-3.073, -0.424, -0.691)
H (-0.913, 3.619, 0.146)
H (-1.641, 2.533, -1.132)
H (2.373, 2.005, -1.661)
H (0.821, 0.343, 1.600)
H (3.272, 0.065, 1.192)
H (2.899, -1.041, -0.155)
H (1.816, -2.321, 1.444)
H (-1.264, -2.165, 0.577)
H (-1.077, -0.728, 2.560)
H (-2.618, -0.490, 1.717)
H (-1.352, 0.727, 1.572)
H (-1.959, -1.151, -2.905)
H (-0.456, -1.666, -2.073)
H (-0.758, 0.038, -2.389)

Cartesian forces (eV/Å) of the 2 atoms listed first:
C -0.20 0.29 -0.05
C 0.27 -0.13 0.01

F_max (eV/A): 0.8
Energy above the lowest of the compared OMol25 structures with the same formula, charge and spin (kJ/mol): 0.0
Structure (SMILES): C=C=C(O)[C@H](CO)O[C@@H](C)C(C)=O
HOMO-LUMO gap (Ha): 0.355
Electronic energy (eV): -17747.490

=====

No. 7
A cluster of 11 separate species, C39H49BrF9N15O5S in total in a non-equilibrium geometry, computed with ωB97M-V with the def2-TZVPD basis set.

Element x y z (Å)
C (1.547, -5.342, -0.294)
C (3.031, -4.934, -0.769)
C (4.008, -5.719, 0.220)
C (3.235, -3.341, -0.631)
C (3.448, -2.627, -2.029)
C (5.009, -2.719, -2.356)
C (2.975, -1.115, -2.089)
O (2.434, -0.594, -0.833)
N (1.225, -0.013, -0.988)
C (1.227, 1.367, -0.845)
S (2.651, 2.470, -0.518)
O (3.507, 2.512, -1.702)
O (2.093, 3.816, -0.329)
C (3.546, 2.056, 1.061)
F (3.657, 3.145, 1.900)
F (2.748, 1.136, 1.751)
C (4.962, 1.368, 0.879)
F (4.918, 0.157, 0.232)
F (5.423, 1.094, 2.175)
C (6.063, 2.263, 0.152)
F (5.711, 3.585, 0.016)
F (6.259, 1.689, -1.104)
C (7.502, 2.194, 0.850)
F (7.569, 2.917, 2.010)
F (7.960, 0.910, 0.981)
F (8.382, 2.814, -0.032)
N (-0.119, 1.717, -0.996)
C (-0.841, 0.537, -1.234)
N (-2.139, 0.482, -1.437)
C (-2.966, -0.712, -1.738)
O (-3.183, -0.972, -2.940)
O (-3.400, -1.472, -0.784)
C (-2.862, 1.757, -1.359)
C (-3.568, 2.346, -2.547)
C (-4.261, 3.621, -2.290)
N (-4.337, 4.381, -1.155)
C (-3.700, 3.862, -0.056)
C (-2.994, 2.570, -0.142)
N (0.019, -0.578, -1.225)
Br (-0.195, -2.394, -1.405)
H (1.134, -4.626, 0.482)
H (0.810, -5.346, -1.153)
H (1.591, -6.345, 0.233)
H (3.204, -5.291, -1.819)
H (4.067, -6.812, -0.046)
H (3.607, -5.678, 1.283)
H (5.036, -5.242, 0.269)
H (2.349, -2.977, -0.045)
H (4.210, -3.226, -0.062)
H (2.912, -3.184, -2.847)
H (5.643, -2.367, -1.484)
H (5.325, -3.792, -2.546)
H (5.299, -2.088, -3.246)
H (3.861, -0.468, -2.378)
H (2.240, -1.001, -2.946)
H (-3.563, 1.836, -3.558)
H (-4.818, 4.038, -3.181)
H (-3.698, 4.403, 0.936)
H (-2.516, 2.178, 0.801)
C (-0.079, -8.723, -2.087)
C (1.189, -8.108, -2.571)
N (2.172, -7.633, -2.953)
H (-0.837, -8.663, -2.869)
H (0.087, -9.767, -1.831)
H (-0.436, -8.193, -1.204)
C (3.160, -11.554, -1.880)
C (2.619, -10.528, -0.954)
N (2.198, -9.730, -0.238)
H (3.278, -11.127, -2.876)
H (4.131, -11.899, -1.523)
H (2.478, -12.403, -1.933)
C (-2.417, -2.101, -5.933)
C (-0.966, -2.326, -5.710)
N (0.159, -2.501, -5.531)
H (-2.559, -1.343, -6.704)
H (-2.891, -3.029, -6.253)
H (-2.884, -1.761, -5.006)
C (-2.141, 7.285, 2.000)
C (-3.340, 6.423, 2.148)
N (-4.271, 5.753, 2.262)
H (-2.333, 8.064, 1.263)
H (-1.899, 7.750, 2.956)
H (-1.292, 6.684, 1.671)
C (-6.851, 0.848, -4.297)
C (-5.623, 1.512, -4.797)
N (-4.667, 2.025, -5.184)
H (-7.609, 0.835, -5.080)
H (-6.623, -0.177, -4.003)
H (-7.239, 1.388, -3.433)
C (-6.296, 5.445, 5.422)
C (-6.870, 6.468, 6.337)
N (-7.316, 7.258, 7.048)
H (-6.207, 5.854, 4.416)
H (-5.308, 5.147, 5.774)
H (-6.938, 4.575, 5.394)
C (-9.142, 1.978, 4.787)
C (-7.905, 2.622, 4.279)
N (-6.949, 3.129, 3.885)
H (-9.909, 1.983, 4.013)
H (-8.933, 0.947, 5.074)
H (-9.512, 2.522, 5.658)
C (8.892, 2.260, 5.001)
C (10.119, 1.905, 5.760)
N (11.069, 1.630, 6.348)
H (8.435, 1.359, 4.593)
H (8.178, 2.754, 5.661)
H (9.144, 2.933, 4.183)
C (4.120, 2.979, -5.748)
C (4.326, 1.626, -5.172)
N (4.485, 0.578, -4.724)
H (5.048, 3.336, -6.194)
H (3.347, 2.941, -6.515)
H (3.812, 3.671, -4.965)
C (-9.308, 5.059, 9.535)
C (-10.095, 4.319, 8.516)
N (-10.703, 3.746, 7.724)
H (-9.620, 6.103, 9.557)
H (-9.469, 4.618, 10.519)
H (-8.247, 5.010, 9.291)

Cartesian forces (eV/Å) of the 2 atoms listed first:
C 0.23 0.10 -0.06
C -0.46 -0.17 1.30

F_max (eV/A): 6.8
HOMO-LUMO gap (Ha): 0.243
Electronic energy (eV): -179148.207

=====

No. 8
The ion C4H5N2O with charge +1 in a non-equilibrium geometry, computed with ωB97M-V with the def2-TZVPD basis set.

Element x y z (Å)
O (-2.609, -0.450, 0.067)
C (-1.879, 0.477, 0.059)
N (-0.465, 0.115, 0.067)
C (-0.040, -1.137, -0.007)
C (1.408, -1.068, 0.039)
N (1.847, 0.115, -0.053)
C (0.728, 1.015, -0.066)
H (-2.190, 1.458, 0.104)
H (-0.613, -2.066, -0.016)
H (2.083, -1.990, 0.049)
H (0.775, 1.644, -0.952)
H (0.955, 1.889, 0.708)

Cartesian forces (eV/Å) of the 2 atoms listed first:
O -0.85 -0.13 -0.11
C 0.24 -3.33 0.21

F_max (eV/A): 3.3
Energy above the lowest of the compared OMol25 structures with the same formula, charge and spin (kJ/mol): 70.1
Structure (SMILES): O=C[N+]1=CC=NC1
HOMO-LUMO gap (Ha): 0.343
Electronic energy (eV): -9247.524
Charge: +1